# 1
Density functional theory data (wB97M-V/def2-TZVPD) for C19H16BrIrN6OS as an isolated structure.

Calculated values
- max |F| (eV/Å) = 5.781
- energy (eV) = -114647.695
- <S²> = 6.053
- total charge = +2
- spin multiplicity = 5

Atoms and positions in Å:
Ir: 0.4507 0.4949 -0.0630
Br: -6.7396 -1.8232 -0.0035
C: -4.8904 -1.4902 0.0576
C: -4.1023 -2.6782 -0.0204
C: -2.6954 -2.5619 0.0115
C: -2.0637 -1.2611 0.0015
O: -0.7448 -1.1710 -0.0077
C: -2.9234 -0.0949 -0.0485
C: -2.5102 1.2185 -0.0032
N: -1.2244 1.6429 0.0044
C: -0.9719 2.9932 -0.0007
C: -1.8903 4.0743 0.0079
C: -1.4461 5.4033 0.0511
C: -0.1117 5.6886 0.0399
C: 0.9045 4.6831 -0.0465
C: 2.2795 4.9508 -0.0463
C: 3.1762 3.8478 -0.0590
C: 2.6836 2.5609 0.0656
N: 1.3524 2.2847 -0.0210
C: 0.4278 3.3281 -0.0072
C: -4.3178 -0.2123 -0.0068
H: -4.5415 -3.6689 -0.0564
H: -2.0441 -3.4171 0.0996
H: -3.2886 1.9860 -0.0055
H: -2.9872 3.8096 -0.0307
H: -2.1848 6.1939 -0.0177
H: 0.2039 6.7236 -0.0049
H: 2.5998 5.9821 -0.0406
H: 4.2553 3.9796 -0.0443
H: 3.3410 1.7298 0.0113
H: -4.9024 0.7290 0.0447
C: 2.6556 -5.9892 0.0841
C: 2.9314 -4.5757 -0.1779
N: 4.1752 -4.1783 -0.1348
N: 4.0398 -2.8033 -0.0968
C: 2.7804 -2.3246 0.0048
S: 2.5431 -0.6484 -0.0136
N: 2.0066 -3.4317 -0.0849
N: 0.7457 -3.5738 0.2522
H: 2.3344 -6.7497 -0.5687
H: 1.7116 -5.9390 0.6274
H: 3.5551 -6.4075 0.5067
H: 4.8438 -2.2058 0.0959
H: 0.3488 -4.3437 -0.2848
H: 0.2346 -2.7554 -0.0708

# 2
Density functional theory data (wB97M-V/def2-TZVPD) for C19H16BrN4OPdS as an isolated structure.

Calculated values
- max |F| (eV/Å) = 3.401
- energy (eV) = -112323.034
- <S²> = 0.768
- total charge = -2
- spin multiplicity = 2

Atoms and positions in Å:
Pd: -0.3464 -0.0789 0.0592
O: 1.6139 0.0652 -0.5012
N: 2.6376 -0.4406 0.1968
C: 3.7427 -0.7527 -0.5491
C: 4.8574 -1.4200 -0.0327
C: 4.8707 -1.5918 1.3488
C: 3.7674 -1.2105 2.1155
C: 2.5946 -0.7184 1.5325
S: 1.1874 -0.4692 2.4271
H: 3.7001 -0.4928 -1.6260
H: 5.5744 -1.6706 -0.8083
H: 5.6901 -2.1210 1.8047
H: 3.8406 -1.3703 3.1916
N: -2.9764 0.1810 -1.0976
C: -3.2108 1.5127 -0.8642
C: -4.4721 2.0846 -1.1594
C: -4.7441 3.4096 -0.8694
C: -3.7317 4.2196 -0.3977
C: -2.3947 3.6945 -0.2430
C: -1.3205 4.5303 -0.0572
C: -0.0537 4.0267 0.1256
C: 0.0651 2.6269 0.3651
N: -0.9380 1.8098 0.0511
C: -2.1555 2.3127 -0.3351
H: -2.3813 -0.3448 -0.4163
H: -3.7659 -0.3909 -1.4097
H: -5.2162 1.4276 -1.6446
H: -5.7669 3.7332 -1.0105
H: -3.9227 5.2675 -0.1423
H: -1.4037 5.6149 -0.1760
H: 0.8816 4.6463 0.1432
H: 1.0203 2.1730 0.7777
Br: -2.2612 -2.6729 1.6390
C: -0.6517 -3.0608 0.7612
C: -0.1586 -4.3179 0.9412
C: 0.7124 -4.7574 -0.0594
C: 1.1193 -3.9015 -1.0793
C: 0.7018 -2.5900 -1.0492
N: -0.1297 -2.1468 -0.0182
H: -0.5289 -4.9887 1.7328
H: 1.0616 -5.8082 -0.0675
H: 1.9200 -4.1523 -1.7859
H: 0.9717 -1.8670 -1.8134

# 3
Density functional theory data (wB97M-V/def2-TZVPD) for C19H16BrN5PtS as an isolated structure.

Calculated values
- max |F| (eV/Å) = 0.987
- total charge = +2
- energy relative to the best compared isomer or geometry (same formula, charge and spin) (kJ/mol) = 52.6

Atoms and positions in Å:
Pt: -1.0761 -1.6803 -0.0751
C: -3.7044 0.4815 -2.6902
C: -2.5303 0.0109 -1.9048
N: -2.5560 -1.0722 -1.2100
N: -3.7068 -1.8397 -1.1469
C: -3.6351 -3.0965 -0.6222
N: -4.7180 -3.8484 -0.6713
S: -2.1812 -3.6729 0.0799
C: -1.2304 0.7210 -1.8559
C: -0.9948 1.8803 -2.5668
C: 0.2826 2.4337 -2.5420
C: 1.2696 1.7921 -1.8283
C: 0.9543 0.6380 -1.1201
N: -0.2670 0.1192 -1.1073
H: -4.5615 0.6671 -2.0364
H: -3.9835 -0.2701 -3.4333
H: -3.5003 1.4064 -3.2146
H: -4.5650 -1.4307 -1.4879
H: -5.5486 -3.5870 -1.1799
H: -4.7192 -4.7502 -0.2177
H: -1.7715 2.3574 -3.1429
H: 0.4907 3.3400 -3.0939
H: 2.2831 2.1666 -1.8042
H: 1.7076 0.1163 -0.5566
Br: -0.8896 0.5437 2.2518
C: 0.9295 1.0617 2.4666
C: 1.1144 2.2796 3.0642
C: 2.4043 2.8012 3.2572
C: 3.4837 2.0959 2.8172
C: 3.3167 0.8368 2.1952
C: 4.4668 0.1485 1.7328
C: 4.3877 -1.0713 1.1261
C: 3.1301 -1.6697 0.9886
C: 1.9846 -1.0314 1.4295
C: 2.0198 0.2689 2.0321
H: 0.2556 2.8481 3.3926
H: 2.5230 3.7583 3.7451
H: 4.4875 2.4810 2.9383
H: 5.4296 0.6229 1.8763
H: 5.2723 -1.5849 0.7789
H: 3.0494 -2.6585 0.5560
N: 0.0767 -2.7512 1.4680
C: 0.8197 -1.8621 1.3121

# 4
Density functional theory data (wB97M-V/def2-TZVPD) for C19H16CsF6N5O4S2Se as an isolated structure.

Calculated values
- max |F| (eV/Å) = 0.538
- total charge = -2
- energy relative to the best compared isomer or geometry (same formula, charge and spin) (kJ/mol) = 6.8

Atoms and positions in Å:
Cs: -0.8133 1.2937 0.3063
Se: 2.0104 -6.6266 -2.8227
N: 0.4448 -6.0772 -2.0880
C: 0.5493 -4.7532 -1.9928
C: -0.5003 -3.9201 -1.4570
C: -1.6893 -4.4739 -0.9609
C: -2.6712 -3.6454 -0.4606
C: -2.4377 -2.2655 -0.4938
N: -1.3345 -1.7093 -0.9419
C: -0.3516 -2.5150 -1.4104
C: 0.8839 -1.9052 -1.8524
N: 1.0118 -0.5597 -1.7487
C: 2.1366 -0.0026 -2.1418
C: 3.2194 -0.7226 -2.6646
C: 3.1046 -2.0895 -2.7716
C: 1.9213 -2.7184 -2.3624
C: 1.7613 -4.1506 -2.4519
N: 2.7016 -4.9530 -2.9443
H: -1.8009 -5.5505 -0.9770
H: -3.5953 -4.0356 -0.0547
H: -3.1947 -1.5806 -0.1165
H: 2.2033 1.0771 -2.0334
H: 4.1228 -0.2056 -2.9623
H: 3.9077 -2.7034 -3.1588
F: -1.7907 7.5441 -0.0934
C: -0.7404 6.7320 -0.2477
F: -0.2171 6.4954 0.9510
F: 0.1754 7.3869 -0.9747
S: -1.2207 5.1468 -1.1126
O: -0.3411 4.1700 -0.5340
O: -1.0837 5.4553 -2.5033
N: -2.7346 4.9719 -0.7647
S: -3.3200 4.3588 0.5594
O: -2.8690 4.9653 1.7780
O: -3.4393 2.9268 0.5109
C: -5.0460 4.9761 0.3468
F: -5.6166 4.5009 -0.7626
F: -5.0852 6.3114 0.3021
F: -5.7784 4.5752 1.3964
C: 0.7832 -1.8751 2.0487
C: 1.6383 -0.8187 2.7568
C: 1.9737 -1.3369 4.1668
C: 2.9571 -0.6760 1.9757
C: 0.9094 0.5210 2.8088
H: 1.2860 -2.8490 1.9927
H: 0.5602 -1.5599 1.0276
H: -0.1676 -2.0030 2.5730
H: 2.4553 -2.3243 4.1385
H: 1.0604 -1.4186 4.7621
H: 2.6450 -0.6394 4.6756
H: 3.4984 -1.6300 1.9152
H: 3.6046 0.0609 2.4591
H: 2.7595 -0.3369 0.9559
H: 1.5542 1.1611 3.4537

# 5
Density functional theory data (wB97M-V/def2-TZVPD) for a 2-piece molecular cluster, C19H16F4NO4 overall.

Calculated values
- max |F| (eV/Å) = 2.617
- total charge = -1
- energy relative to the best compared isomer or geometry (same formula, charge and spin) (kJ/mol) = 15.6

Atoms and positions in Å:
F: -0.6802 2.1478 2.9397
C: -1.1613 2.0680 1.6837
C: -0.8893 3.0209 0.7690
F: -0.0998 4.0719 1.0641
C: -1.5867 3.1246 -0.5197
O: -1.4810 4.1013 -1.2657
C: -2.4668 1.9864 -0.7982
F: -3.1584 2.0339 -1.9513
C: -2.6474 0.9707 0.0744
F: -3.4949 -0.0359 -0.2007
C: -1.9180 0.8658 1.3373
O: -1.9093 -0.1557 2.0421
C: 2.3281 -0.4680 3.5212
C: 2.5171 -1.0168 2.1156
N: 1.3154 -0.9128 1.2865
C: 0.6218 -2.1894 1.0397
C: 1.1967 -3.0318 -0.0783
C: 1.0033 0.1639 0.4556
C: 1.6693 1.4190 0.7361
C: 1.7447 2.4621 -0.2415
C: 2.7847 3.5513 -0.0298
C: 3.9734 3.3655 0.6935
C: 4.9089 4.4066 0.8110
C: 4.6761 5.6262 0.1594
C: 3.5112 5.8058 -0.6063
C: 2.5781 4.7756 -0.6910
O: 0.9774 2.5286 -1.2159
O: 0.1443 -0.0098 -0.4294
H: 3.2948 -0.4813 4.0305
H: 1.9362 0.5541 3.5201
H: 1.6366 -1.1074 4.0760
H: 3.3438 -0.4902 1.6138
H: 2.7537 -2.0933 2.1537
H: 0.6850 -2.7274 1.9935
H: -0.4293 -1.9474 0.8379
H: 0.5499 -3.9019 -0.1970
H: 1.1828 -2.4545 -1.0043
H: 2.2130 -3.3704 0.1462
H: 2.2589 1.4503 1.6484
H: 4.1557 2.3914 1.1483
H: 5.8169 4.2490 1.4023
H: 5.4030 6.4366 0.2426
H: 3.3285 6.7400 -1.1465
H: 1.6737 4.8957 -1.2887

# 6
Density functional theory data (wB97M-V/def2-TZVPD) for C19H16FIN5OPdSe as an isolated structure.

Calculated values
- max |F| (eV/Å) = 0.502
- <S²> = 2.032
- total charge = -1
- spin multiplicity = 3
- energy relative to the best compared isomer or geometry (same formula, charge and spin) (kJ/mol) = 15.0

Atoms and positions in Å:
Pd: 0.1543 -0.6827 -0.2096
O: 2.2895 0.0328 0.3423
N: 3.1922 -0.1160 1.2161
C: 3.0279 -1.0180 2.1714
C: 1.9090 -1.9015 2.2947
N: 1.0635 -2.6593 2.4915
C: 4.0629 -1.1237 3.1504
N: 4.8865 -1.2237 3.9495
F: -4.3798 -4.7049 -1.2186
C: -3.1074 -4.2301 -1.1821
C: -2.3626 -4.4024 -0.0264
C: -1.0723 -3.9190 0.0115
C: -0.5049 -3.2550 -1.1014
C: 0.8103 -2.6948 -1.0312
C: -1.3040 -3.1120 -2.2543
C: -2.5999 -3.5932 -2.2966
H: -2.8067 -4.8979 0.8269
H: -0.4863 -4.0061 0.9176
H: 1.3047 -2.4110 -1.9516
H: 1.4543 -3.0104 -0.2183
H: -0.8994 -2.5853 -3.1095
H: -3.2199 -3.4723 -3.1750
C: 0.4022 1.4811 2.5664
N: -0.2867 1.8879 1.3643
C: -1.1445 1.1015 0.6310
Se: -1.9997 -0.4722 1.1968
N: -1.5870 1.8955 -0.3967
C: -0.8802 3.0806 -0.4320
C: -0.8659 4.1308 -1.3307
C: -0.0115 5.1928 -1.0517
C: 0.7976 5.1954 0.0815
C: 0.7889 4.1325 0.9791
C: -0.0619 3.0781 0.7004
H: 0.0576 0.4851 2.8371
H: 0.1719 2.1753 3.3767
H: 1.4772 1.4584 2.3919
H: -2.1300 1.5101 -1.1524
H: -1.4794 4.1144 -2.2212
H: 0.0320 6.0293 -1.7370
H: 1.4578 6.0336 0.2620
H: 1.4343 4.1191 1.8469
I: -0.7673 0.5288 -3.5107
C: 0.6968 0.4090 -1.9210
H: 1.5713 -0.0302 -2.3970
H: 0.9148 1.4496 -1.6812

# 7
Density functional theory data (wB97M-V/def2-TZVPD) for a 2-piece molecular cluster, C19H16FN3O4S2 overall.

Calculated values
- max |F| (eV/Å) = 3.687
- energy (eV) = -57004.394

Atoms and positions in Å:
C: 1.0652 0.1758 8.7847
C: 2.0877 -0.7086 8.5298
N: 3.0149 -1.3987 8.3111
N: -0.2218 -0.3038 8.8356
C: -1.2086 0.4277 9.4700
C: -2.5300 0.0597 9.3744
C: -2.9027 -1.0690 8.6408
C: -1.8940 -1.8514 8.0806
C: -0.5640 -1.4909 8.2099
H: 1.2747 1.1624 9.1688
H: -0.8471 1.2885 10.0352
H: -3.2707 0.6791 9.8785
H: -3.9510 -1.3429 8.5281
H: -2.1179 -2.7618 7.5344
H: 0.2538 -2.0859 7.8071
C: -3.0970 0.8082 4.6919
C: -2.2545 1.0071 3.5913
C: -1.0823 1.7532 3.7347
C: -0.7382 2.2233 5.0005
S: 0.7379 3.2200 5.2262
N: 1.9456 1.9533 5.6615
F: 1.5871 1.5494 7.1076
S: 3.5658 2.7482 5.7777
C: 4.6288 1.3271 6.0479
C: 4.8594 0.9407 7.3599
C: 5.6660 -0.1668 7.6103
C: 6.3466 -0.7859 6.5574
C: 6.1387 -0.3594 5.2396
C: 5.2913 0.7199 4.9797
O: 3.8846 3.2690 4.4739
O: 3.6100 3.5496 6.9728
O: 1.0983 3.7280 3.9281
O: 0.5131 4.0743 6.3628
C: -1.5864 2.0702 6.0919
C: -2.7765 1.3645 5.9331
H: -4.0137 0.2245 4.5825
H: -2.5132 0.5870 2.6180
H: -0.4335 1.9675 2.8878
H: 4.3785 1.4879 8.1667
H: 5.7397 -0.5445 8.6278
H: 7.0306 -1.6092 6.7705
H: 6.6345 -0.8719 4.4129
H: 5.1303 1.0950 3.9702
H: -1.3045 2.5084 7.0450
H: -3.4455 1.2550 6.7858

# 8
Density functional theory data (wB97M-V/def2-TZVPD) for C19H16FNO4 as an isolated structure.

Calculated values
- max |F| (eV/Å) = 19.381
- energy relative to the best compared isomer or geometry (same formula, charge and spin) (kJ/mol) = 1877.4

Atoms and positions in Å:
C: -0.1630 -2.9931 -0.4646
C: -1.3564 -2.3112 -0.3601
C: -1.7035 -0.8795 -0.2959
C: -3.2393 -1.0392 -0.1733
N: -3.6719 -2.4316 -0.3150
O: -2.6681 -3.1355 -0.2568
C: -4.3653 -0.0711 0.2059
C: -5.4955 -0.2389 0.5604
C: -6.4935 0.7331 0.7772
C: -6.1885 1.9553 0.4119
C: -5.1036 2.5171 -0.2063
C: -4.1753 1.4506 -0.5217
H: -3.1364 1.4275 -1.0456
H: -4.8567 3.4104 -0.5474
H: -6.9934 2.7425 0.4428
H: -7.4338 0.4233 1.4995
H: -5.5910 -1.4327 1.0796
C: -0.9542 0.0991 -0.1965
O: -0.9650 1.3288 -0.8769
O: 0.1688 -0.1300 0.5144
C: 1.1957 0.7780 0.3278
C: 1.8265 0.9718 -0.7910
H: 1.9698 -0.0008 -1.3543
H: 1.3279 1.6018 -1.4295
O: 3.2264 1.6181 -1.0809
C: 4.3482 0.7799 -0.3004
C: 4.3260 -0.7708 0.0788
C: 5.4984 -0.9904 0.5804
C: 6.5200 -0.4261 0.8943
C: 6.6129 0.9075 0.4878
C: 5.4435 1.6157 -0.1575
H: 5.3678 2.5175 -0.5238
H: 7.4900 1.5974 0.5617
H: 7.4685 -0.9625 1.1732
H: 5.4025 -2.2627 0.8856
F: 3.2827 -1.2092 -0.0171
H: 0.8724 1.7688 0.5314
H: 1.9365 0.4511 1.4498
H: 0.5360 -2.5068 0.0945
H: -0.0136 -2.7797 -1.4939
H: -0.2526 -4.1234 -0.1487